The following is a DFT calculation (ωB97M-V/def2-TZVPD) of a 3-piece molecular cluster, C4H12IO4 overall in a non-equilibrium geometry.

The calculation puts the energy at -20635.2726 eV. The net charge is -1. For the LUMO energy, the calculation gives 3.12 eV. The relative energy (zero: lowest compared OMol25 entry of this formula, charge and spin) is 0.484 eV.

Geometry as XYZ:
```
21
Properties=species:S:1:pos:R:3:mulliken_charge:R:1
I -13.42038 14.92864 -23.24928 -0.721
C -14.13571 12.87373 -27.12241 -0.129
C -15.47409 13.41438 -26.67552 -0.257
O -15.46264 14.79920 -26.33330 -0.479
O -14.31260 11.80658 -28.06279 -0.544
H -13.60110 12.43818 -26.27264 0.097
H -13.46152 13.64987 -27.49235 0.250
H -15.99140 12.82097 -25.91712 0.221
H -16.16448 13.36650 -27.53056 0.247
H -14.81210 14.87534 -25.60918 0.150
H -14.59506 12.20596 -28.89201 0.312
C -11.03276 11.29124 -23.59574 -0.193
C -9.93930 12.32853 -23.57988 -0.362
O -9.26788 12.38469 -22.32877 -0.534
O -12.03656 11.63341 -22.64358 -0.478
H -10.69283 10.30611 -23.27016 0.250
H -11.54106 11.13487 -24.55084 0.163
H -10.37367 13.30783 -23.81151 0.260
H -9.15992 12.15981 -24.32910 0.284
H -9.75525 12.96690 -21.74005 0.330
H -12.23329 12.58560 -22.74561 0.132
```

---

The following is a DFT calculation (ωB97M-V/def2-TZVPD) of C4H12N2 in the gas phase in a non-equilibrium geometry.

The calculation puts the energy at -7322.1830 eV. The SMILES is CCNCCN. For the LUMO energy, the calculation gives 1.23 eV. The relative energy (zero: lowest compared OMol25 entry of this formula, charge and spin) is 0.846 eV.

Geometry as XYZ:
```
18
Properties=species:S:1:pos:R:3:mulliken_charge:R:1
C -0.21609 -2.54340 1.26534 -1.139
C 0.49838 -1.20967 1.29913 -0.410
N -0.27236 -0.18463 0.58208 -0.379
C 0.48119 0.77373 -0.22350 -0.448
C -0.29346 1.22404 -1.46760 -0.498
N -0.47739 2.68346 -1.46673 -0.654
H -0.56019 -2.67305 0.24369 0.285
H -1.12900 -2.55202 1.86796 0.281
H 0.40103 -3.38657 1.55194 0.368
H 1.47067 -1.33076 0.79835 0.283
H 0.79718 -0.81293 2.27318 0.369
H -0.83910 0.31877 1.25092 0.244
H 1.42140 0.30237 -0.51875 0.349
H 0.70723 1.67599 0.34629 0.277
H 0.22479 0.85894 -2.35210 0.208
H -1.29050 0.77948 -1.45007 0.416
H 0.31576 3.14533 -1.90272 0.219
H -1.23953 2.93092 -2.09741 0.229
```

---

The following is a DFT calculation (ωB97M-V/def2-TZVPD) of a 2-piece molecular cluster, C4H12N2 overall in a non-equilibrium geometry.

The calculation puts the energy at -7319.7019 eV. The SMILES is C=NC.CNC. For the LUMO energy, the calculation gives 0.98 eV. The relative energy (zero: lowest compared OMol25 entry of this formula, charge and spin) is 3.327 eV.

Geometry as XYZ:
```
18
Properties=species:S:1:pos:R:3:mulliken_charge:R:1
C -1.28667 -0.38997 1.94389 -0.225
N -1.08926 0.83150 1.84578 -0.412
C -1.41712 1.55615 0.53367 -0.666
H -1.07850 -0.94870 2.77510 0.302
H -1.71841 -0.99950 1.14268 0.234
H -1.34010 2.61484 0.79290 0.267
H -2.53365 1.37128 0.34413 0.304
H -0.82794 1.35069 -0.35840 0.239
C 1.98806 0.14392 -0.64292 -0.631
N 0.85914 -0.81900 -0.76675 -0.244
C 0.73295 -1.28917 -2.21175 -0.928
H 2.88566 -0.17193 -1.32312 0.317
H 1.61588 1.25739 -0.93734 0.201
H 2.47082 0.20077 0.51047 0.216
H -0.09557 -0.45633 -0.48047 0.053
H 1.15067 -0.73876 -2.92960 0.410
H -0.34148 -1.46383 -2.57518 0.264
H 1.32010 -2.22903 -2.25172 0.299
```